{
  "formula": "C2H2OS",
  "method": "wB97M-V/def2-TZVPD",
  "s_squared": 2.027,
  "multiplicity": 3,
  "e_above_lowest_kcal_mol": 98.4,
  "elements": ["C", "C", "O", "S", "H", "H"],
  "coordinates": [[-1.934831, -0.546083, -0.086387], [-0.740106, -0.650640, 0.059053], [1.530347, -0.604609, 0.588775], [2.351064, 0.376676, -0.144116], [-2.810481, -0.112469, -0.546890], [1.604005, 1.537124, 0.129567]],
  "atomic_forces_ev_per_a": [[-0.37, 0.87, -0.78], [-0.04, -0.22, 0.27], [-0.16, -1.61, 0.65], [-0.19, 1.90, -0.03], [0.08, -0.52, 0.47], [0.69, -0.41, -0.57]],
  "nbo_charge": [-0.47, 0.14, -0.74, 0.78, 0.24, 0.04]
}